Molecular formula: C3H3INO2
Method: DFT, ωB97M-V/def2-TZVPD

Positions of all 10 atoms, in Å:
1 C 0.861 0.820 -1.261
2 N 0.775 -0.321 -0.614
3 C 0.303 -0.538 0.550
4 I 0.261 -2.708 0.900
5 C -1.397 0.038 0.665
6 O -1.970 -0.447 1.638
7 O -1.648 0.807 -0.185
8 H 1.180 0.672 -2.335
9 H 0.806 1.857 -0.804
10 H 0.829 -0.181 1.445

- Kohn-Sham gap: 7.34 eV
- SMILES string: C=N[C@H](I)C(=O)[O-]
- LUMO level: 3.22 eV
- Relative energy (zero: lowest compared OMol25 entry of this formula, charge and spin): 0.226 eV
- Strongest force on any atom: 7.0 eV Å⁻¹
- Total charge: -1
- Calculated total energy: -16845.50586 eV